1.
Formula: C23H21ClN6O4S2
Source: the OMol25 dataset
Level of theory: ωB97M-V with the def2-TZVPD basis set

Structure (XYZ):
```
57
Properties=species:S:1:pos:R:3:mulliken_charge:R:1
C 4.268 5.516 -2.674 -1.083
C 5.424 4.580 -3.002 -0.459
H 6.111 5.074 -3.690 0.337
H 5.975 4.338 -2.091 0.337
C 4.936 3.281 -3.654 -0.462
C 4.073 2.502 -2.739 0.196
N 2.874 2.168 -2.982 -1.542
N 2.310 1.470 -1.986 0.998
C 3.100 1.250 -0.900 0.477
N 2.725 0.621 0.160 -0.772
C 1.459 0.124 0.180 1.354
C 0.587 0.245 -0.870 -1.368
C 0.964 0.998 -2.043 0.385
O 0.280 1.260 -3.001 -0.658
C -0.830 -0.276 -0.915 0.726
C -1.238 -1.095 0.284 -1.394
C -0.736 -2.346 0.549 1.672
N -1.114 -3.089 1.619 -0.754
C -1.976 -2.565 2.422 0.445
N -2.538 -1.336 2.263 0.957
N -3.405 -0.965 3.215 -1.580
C -3.558 -1.843 4.117 0.226
C -4.445 -1.698 5.294 -0.458
H -4.923 -0.720 5.231 0.314
H -5.216 -2.472 5.251 0.259
C -3.667 -1.831 6.608 -0.468
C -2.629 -0.727 6.764 -1.060
H -2.111 -0.826 7.715 0.360
H -3.103 0.250 6.728 0.310
H -1.891 -0.775 5.966 0.265
H -4.376 -1.786 7.436 0.336
H -3.177 -2.807 6.637 0.338
S -2.583 -3.311 3.867 -0.157
C -2.210 -0.498 1.153 0.584
O -2.744 0.581 1.038 -0.665
O 0.181 -2.922 -0.230 -0.401
H 0.385 -3.793 0.141 0.376
C -1.106 -1.068 -2.177 -0.043
C -0.112 -1.795 -2.816 0.209
C -0.423 -2.531 -3.945 -0.232
C -1.709 -2.565 -4.455 -0.426
C -2.697 -1.843 -3.809 -0.815
C -2.400 -1.102 -2.680 -0.641
H -3.176 -0.535 -2.185 0.460
H -3.705 -1.856 -4.196 0.391
H -1.929 -3.143 -5.339 0.455
Cl 0.829 -3.429 -4.731 -0.255
H 0.898 -1.793 -2.439 0.505
H -1.491 0.601 -0.925 1.063
O 1.150 -0.483 1.337 -0.409
H 1.933 -0.420 1.906 0.398
S 4.665 1.959 -1.150 -0.159
H 4.356 3.499 -4.552 0.314
H 5.798 2.669 -3.931 0.261
H 4.641 6.440 -2.239 0.359
H 3.707 5.759 -3.573 0.311
H 3.586 5.055 -1.963 0.284
```

As for the structure (SMILES): CCCc1nn2c(=O)c(C(c3cccc(Cl)c3)c3c(O)nc4sc(CCC)nn4c3=O)c(O)nc2s1. The gap between HOMO and LUMO comes out at 0.31577 hartree. The calculation puts the max |F| at 1.39 eV Å⁻¹.


2.
Formula: C23H21CrN3O3S3
Source: the OMol25 dataset
Level of theory: ωB97M-V with the def2-TZVPD basis set

Structure (XYZ):
```
54
Properties=species:S:1:pos:R:3:mulliken_charge:R:1
Cr -0.180 0.064 0.069 0.412
C 1.599 -3.335 -3.372 -0.766
O 0.467 -2.665 -2.803 -0.323
C 0.629 -1.476 -2.271 0.663
O -0.307 -0.921 -1.724 -0.417
N 1.834 -0.846 -2.450 -0.185
N 1.924 0.379 -1.740 -0.349
H 1.221 -4.279 -3.748 0.270
H 2.354 -3.537 -2.611 0.252
H 2.025 -2.757 -4.191 0.370
H 2.660 -1.417 -2.369 0.322
H 1.919 1.143 -2.404 0.262
H 2.791 0.399 -1.219 0.186
C -1.617 1.557 -0.235 -1.900
C -0.775 2.678 -0.646 1.413
C -0.151 3.516 0.300 -0.585
C 0.673 4.554 -0.081 -0.780
C 0.907 4.811 -1.434 0.492
C 0.290 4.002 -2.392 -0.664
C -0.529 2.962 -2.005 -0.611
C 1.748 5.896 -1.847 0.062
N 2.421 6.764 -2.195 -0.541
H -2.337 1.265 -1.000 0.491
H -2.098 1.714 0.729 0.482
H -0.332 3.325 1.352 0.388
H 1.139 5.186 0.665 0.444
H 0.454 4.216 -3.442 0.441
H -1.011 2.349 -2.759 0.361
O -0.314 0.145 1.961 -0.820
C 0.314 -0.998 2.433 3.940
C -0.657 -2.192 2.404 -0.149
C -1.278 -2.736 1.315 -0.412
C -2.190 -3.775 1.650 -0.978
C -2.248 -3.997 2.989 -0.457
S -1.200 -2.953 3.847 -0.087
C 1.541 -1.284 1.537 -0.651
C 2.642 -0.473 1.465 -0.552
C 3.724 -1.050 0.752 -0.956
C 3.442 -2.311 0.312 -0.469
S 1.865 -2.802 0.770 -0.040
C 0.813 -0.768 3.855 -1.017
C 0.372 0.184 4.715 -0.642
C 0.997 0.107 5.995 -0.525
C 1.902 -0.903 6.073 -0.501
S 2.012 -1.767 4.595 -0.008
H -1.128 -2.402 0.294 0.463
H -2.770 -4.323 0.919 0.414
H -2.857 -4.708 3.527 0.419
H 2.665 0.497 1.946 0.534
H 4.679 -0.562 0.602 0.448
H 4.100 -3.000 -0.201 0.541
H -0.377 0.911 4.431 0.466
H 0.775 0.775 6.817 0.399
H 2.528 -1.187 6.906 0.449
```

The expectation value of S² is 6.032. The spin multiplicity is 5. The energy above the lowest of the compared OMol25 structures with the same formula, charge and spin comes out at 8.9 kcal per mole. The gap between HOMO and LUMO (spin up / spin down) comes out at 0.25093 / 0.26031 hartree. The calculation puts the max |F| at 0.72 eV Å⁻¹.


3.
Formula: C23H21CsN6O11
Source: the OMol25 dataset
Level of theory: ωB97M-V with the def2-TZVPD basis set

Structure (XYZ):
```
62
Properties=species:S:1:pos:R:3:mulliken_charge:R:1
Cs 0.020 -0.683 0.293 1.219
O -3.554 -4.497 1.461 -0.675
C -3.192 -3.499 0.838 0.128
N -3.056 -2.236 1.259 -0.124
C -3.911 -1.645 2.092 -0.027
O -5.089 -1.931 2.339 -0.703
C -3.341 -0.424 2.805 0.438
C -3.670 -0.226 4.144 -0.526
C -3.094 0.831 4.826 -0.303
C -2.228 1.677 4.147 -0.653
C -1.999 1.432 2.803 -0.285
N -2.537 0.404 2.140 -0.196
C -2.813 -3.715 -0.623 0.410
C -3.695 -4.436 -1.426 -0.614
C -3.402 -4.597 -2.766 -0.329
C -2.221 -4.061 -3.263 -0.690
C -1.389 -3.393 -2.381 -0.092
N -1.670 -3.212 -1.091 -0.112
H -4.361 -0.911 4.615 0.408
H -3.310 0.991 5.876 0.381
H -1.733 2.510 4.629 0.435
H -1.328 2.073 2.239 0.551
H -4.589 -4.846 -0.976 0.405
H -4.084 -5.133 -3.416 0.385
H -1.948 -4.154 -4.306 0.317
H -0.448 -2.973 -2.726 0.491
O 2.735 0.226 -1.421 -0.793
C 2.865 -0.101 -0.223 -0.578
O 2.515 -1.186 0.297 -0.893
C 3.376 0.936 0.759 1.178
C 4.682 1.038 1.119 -0.366
C 5.069 1.933 2.138 -0.483
C 4.146 2.685 2.816 -0.240
C 2.810 2.592 2.457 -0.446
C 2.344 1.743 1.399 0.156
O 1.148 1.625 1.020 -0.344
N 1.889 3.426 3.231 0.996
O 2.303 3.918 4.278 -0.706
O 0.755 3.592 2.826 -0.573
N 6.471 2.057 2.491 1.037
O 6.789 2.821 3.394 -0.679
O 7.281 1.365 1.890 -0.678
H 5.434 0.427 0.638 0.554
H 4.448 3.346 3.612 0.605
C -0.795 3.750 -0.447 -0.419
O 0.496 3.530 -0.972 -0.606
H -1.239 4.581 -1.000 0.326
H -0.767 4.013 0.616 0.084
H -1.447 2.878 -0.570 0.203
H 0.875 2.798 -0.458 0.307
C 2.063 -0.807 -4.412 -0.710
N 0.654 -0.474 -4.368 0.109
C -0.204 -0.920 -5.433 -0.955
C 0.122 0.073 -3.240 0.449
O -1.071 0.265 -3.074 -0.688
H 2.521 -0.399 -5.318 0.281
H 2.212 -1.893 -4.412 0.281
H 2.556 -0.399 -3.531 0.233
H 0.218 -0.626 -6.399 0.354
H -1.185 -0.470 -5.304 0.278
H -0.320 -2.011 -5.429 0.252
H 0.893 0.324 -2.501 0.235
```

The energy above the lowest of the compared OMol25 structures with the same formula, charge and spin comes out at 17.0 kcal per mole. The gap between HOMO and LUMO comes out at 0.25939 hartree. The charge is -2. The calculation puts the max |F| at 2.70 eV Å⁻¹.


4.
Formula: C23H21N2O4PV
Source: the OMol25 dataset
Level of theory: ωB97M-V with the def2-TZVPD basis set

Structure (XYZ):
```
52
Properties=species:S:1:pos:R:3:mulliken_charge:R:1
V -1.895 -0.329 0.617 -0.578
O -1.669 -2.487 1.078 -0.645
C -1.746 -2.310 -0.163 0.658
O -2.663 -1.617 -0.715 -0.631
C -0.654 -2.768 -1.095 0.412
C -0.656 -3.979 -1.770 -0.531
C 0.323 -4.223 -2.721 -0.565
C 1.293 -3.268 -2.997 -0.744
C 1.307 -2.065 -2.310 -0.142
C 0.335 -1.815 -1.347 -0.517
P 0.227 -0.290 -0.340 2.520
C 0.722 1.000 -1.528 0.370
C 2.033 1.433 -1.706 -0.205
C 2.318 2.372 -2.687 -0.712
C 1.303 2.875 -3.487 -0.461
C -0.005 2.445 -3.308 -0.714
C -0.301 1.513 -2.326 -0.633
C 1.649 -0.435 0.794 0.142
C 1.985 0.685 1.557 -0.124
C 3.016 0.621 2.478 -0.968
C 3.711 -0.567 2.655 -0.508
C 3.373 -1.687 1.911 -0.678
C 2.342 -1.625 0.983 -0.675
H -1.421 -4.715 -1.560 0.514
H 0.320 -5.159 -3.265 0.397
H 2.039 -3.462 -3.758 0.423
H 2.065 -1.318 -2.515 0.447
H 2.829 1.037 -1.090 0.404
H 3.337 2.711 -2.826 0.407
H 1.531 3.611 -4.248 0.387
H -0.797 2.843 -3.929 0.424
H -1.325 1.190 -2.158 0.239
H 1.437 1.609 1.406 0.692
H 3.277 1.496 3.060 0.414
H 4.516 -0.619 3.377 0.390
H 3.913 -2.614 2.053 0.413
H 2.078 -2.503 0.407 0.330
C -1.376 2.394 2.836 -1.368
C -2.157 1.227 2.308 1.144
N -1.971 -0.002 2.662 -0.236
O -0.866 -0.206 3.471 -0.429
C -3.292 1.439 1.353 0.159
C -4.652 1.928 1.736 -1.487
N -2.904 1.176 0.127 0.500
O -3.539 1.449 -0.930 -0.755
H -0.320 2.142 2.923 0.323
H -1.740 2.637 3.838 0.372
H -1.514 3.260 2.194 0.367
H -0.807 -1.168 3.499 0.379
H -4.882 1.657 2.766 0.385
H -5.383 1.470 1.068 0.382
H -4.742 3.012 1.625 0.312
```

The expectation value of S² is 3.771. The spin multiplicity is 4. The energy above the lowest of the compared OMol25 structures with the same formula, charge and spin comes out at 41.0 kcal per mole. The gap between HOMO and LUMO (spin up / spin down) comes out at 0.29721 / 0.30767 hartree. The calculation puts the max |F| at 2.26 eV Å⁻¹.


Among the records above, which one has the highest max |F|?
C23H21CsN6O11


Which formula does entry 4 have?
C23H21N2O4PV